Entry 1:
CH3NOS in the gas phase at a distorted geometry. Source: the Open Molecules 2025 dataset; level of theory: wB97M-V/def2-TZVPD.

Frontier orbital gap = 0.3133 Eh
SMILES string = C[N+]([O-])=S
Energy = -567.975114 a.u.
LUMO energy = -0.80 eV
Net charge = 0
Maximum force = 3.1 eV Å⁻¹

```
7
Properties=species:S:1:pos:R:3:forces:R:3:nbo_charge:R:1
S 2.553 1.115 -0.491 2.48 -0.07 0.64 0.0987
O 0.484 1.814 -1.614 -1.19 1.02 -1.31 -0.3473
N 1.017 1.086 -0.817 -1.06 -0.03 -0.19 0.0125
C 0.166 0.155 -0.123 -2.60 -1.71 0.29 -0.4755
H 0.775 -0.324 0.591 0.87 -1.55 0.11 0.2325
H -0.496 0.626 0.602 -0.36 0.94 -0.67 0.2356
H -0.520 -0.519 -0.804 1.85 1.41 1.13 0.2435
```
Positions in Å, forces in eV/Å.

---

Entry 2:
CH3NOS in the gas phase at a distorted geometry. Source: the Open Molecules 2025 dataset; level of theory: wB97M-V/def2-TZVPD.

Frontier orbital gap = 0.3314 Eh
Energy = -567.915687 a.u.
LUMO energy = -0.46 eV
Net charge = 0
Maximum force = 5.4 eV Å⁻¹

```
7
Properties=species:S:1:pos:R:3:forces:R:3:nbo_charge:R:1
S 0.405 -0.164 0.983 -2.43 -0.97 -0.84 1.1137
O 0.380 -0.794 -0.827 2.01 -2.60 2.26 -0.5975
N -1.081 -0.174 1.419 0.30 -1.43 -0.09 -1.0336
C 0.470 0.520 -0.652 -1.15 1.70 -5.01 -0.2494
H 1.383 1.043 -0.850 1.29 0.05 0.32 0.1595
H -1.373 -1.187 1.524 0.40 1.46 0.65 0.3753
H -0.184 0.756 -1.598 -0.43 1.80 2.71 0.2321
```
Positions in Å, forces in eV/Å.

---

Entry 3:
CH3NOS in the gas phase at a distorted geometry. Source: the Open Molecules 2025 dataset; level of theory: wB97M-V/def2-TZVPD.

Frontier orbital gap = 0.3383 Eh
SMILES string = ONC=S
Energy = -567.994824 a.u.
LUMO energy = 0.40 eV
Net charge = 0
Maximum force = 3.3 eV Å⁻¹

```
7
Properties=species:S:1:pos:R:3:forces:R:3:nbo_charge:R:1
S 2.341 0.123 -0.090 -0.32 -0.64 -0.23 -0.1183
O -1.567 0.106 0.267 0.88 1.26 0.84 -0.5231
N -0.232 0.548 0.099 0.68 1.67 1.00 -0.3056
C 0.773 -0.359 -0.141 -1.12 1.89 0.88 -0.1220
H -0.117 1.559 0.517 0.08 -3.02 -1.26 0.4220
H 0.330 -1.361 -0.332 0.68 0.46 -0.02 0.1887
H -1.527 -0.616 -0.320 -0.89 -1.62 -1.21 0.4583
```
Positions in Å, forces in eV/Å.

---

Entry 4:
2 unconnected molecules or ions with the total composition CH3NOS at a distorted geometry. Source: the Open Molecules 2025 dataset; level of theory: wB97M-V/def2-TZVPD.

Frontier orbital gap (spin up / spin down) = 0.2236 / 0.2352 Eh
Energy = -567.902744 a.u.
LUMO energy (spin up / spin down) = 0.74 / -3.47 eV
Net charge = 0
Maximum force = 4.9 eV Å⁻¹
Spin multiplicity = 3

```
7
Properties=species:S:1:pos:R:3:forces:R:3:mulliken_spin:R:1
S -0.997 2.992 1.693 -3.91 2.44 -1.77 1.0903
O 1.268 1.677 2.296 4.10 -1.99 0.33 0.4054
N 0.232 -0.033 0.186 1.13 -0.81 1.24 0.0051
C 0.273 2.225 2.078 -0.07 -0.40 1.57 0.4986
H -0.136 -0.308 -0.718 0.26 -0.14 0.15 0.0000
H -0.320 -0.570 0.950 1.96 1.04 -1.79 0.0002
H 1.336 -0.129 0.202 -3.46 -0.15 0.28 0.0004
```
Positions in Å, forces in eV/Å.

---

The lowest energy belongs to which entry? number 3

---

energy of number 4 (CH3NOS)? -567.902744 a.u.